[1]
{"formula": "C4H11NO2", "method": "ωB97M-V/def2-TZVPD", "energy_ev": -9911.6232, "max_force_ev_per_a": 1.76, "orbital_gap_ha": 0.3799, "homo_energy_ev": -9.448, "elements": ["C", "C", "C", "O", "N", "C", "H", "H", "H", "H", "H", "H", "H", "H", "H", "O", "H", "H"], "coordinates": [[0.000, 0.000, 0.000], [0.531, -0.612, -1.277], [2.071, -0.401, -1.355], [2.656, 0.298, -0.546], [2.696, -1.123, -2.304], [4.103, -1.124, -2.609], [0.542, -0.246, 0.928], [-1.059, -0.283, 0.125], [0.056, 1.090, -0.161], [0.372, -1.704, -1.199], [0.076, -0.273, -2.228], [2.070, -1.772, -2.788], [4.484, -0.094, -2.509], [4.249, -1.453, -3.652], [4.691, -1.783, -1.947], [3.146, 1.038, 3.748], [3.786, 0.707, 4.418], [2.267, 0.744, 4.077]], "forces_ev_per_angstrom": [[-0.8565, 1.0914, -0.2958], [1.2327, -1.1554, 0.1326], [-0.3850, 0.0813, 1.0570], [0.0559, 0.1140, -0.4404], [-1.1383, -0.9489, -0.9469], [0.5193, 0.3276, -0.0948], [0.0020, -0.0576, -0.7252], [0.3413, 0.1975, 0.0228], [-0.1531, -0.2952, 0.5820], [0.0831, 0.2806, -0.3954], [-0.0387, 0.0403, 0.6801], [0.7278, 0.4038, 0.1047], [-0.0745, -0.4723, -0.0026], [-0.0760, 0.1496, 0.4540], [-0.2426, 0.2386, -0.1562], [-0.2446, -0.6373, 1.0696], [-0.7267, 0.3395, -0.7066], [0.9739, 0.3026, -0.3389]], "lowdin_charge": [-0.121, -0.181, -0.515, 0.054, -0.020, -0.082, 0.083, 0.073, 0.082, 0.110, 0.119, 0.137, 0.091, 0.085, 0.086, -0.087, 0.044, 0.043]}

=====

[2]
{"formula": "C3H3IO2", "method": "ωB97M-V/def2-TZVPD", "energy_ev": -15352.6178, "max_force_ev_per_a": 3.46, "orbital_gap_ha": 0.3614, "homo_energy_ev": -9.589, "elements": ["O", "C", "I", "C", "C", "O", "H", "H", "H"], "coordinates": [[-1.226, -2.095, -0.052], [-1.125, -0.923, -0.193], [-2.575, 0.486, 0.475], [0.419, -0.134, -0.647], [0.960, 0.575, 0.521], [0.179, 1.238, -0.526], [1.101, -0.475, -1.442], [0.299, 0.375, 1.391], [1.969, 0.952, 0.473]], "forces_ev_per_angstrom": [[-0.1941, 1.0544, -0.4111], [3.3600, -0.6686, -0.4493], [-0.2160, 0.0765, -0.0810], [-2.2664, -0.0875, 0.6513], [-1.9977, -0.0075, -0.6818], [0.7397, -0.4454, -0.0109], [-0.9252, -0.2129, 0.1381], [1.3139, 0.6583, 0.0632], [0.1857, -0.3673, 0.7815]], "lowdin_charge": [0.004, -0.730, 0.893, -0.244, -0.098, -0.177, 0.143, 0.094, 0.115]}

=====

[3]
{"formula": "C10H16", "method": "ωB97M-V/def2-TZVPD", "energy_ev": -10628.5955, "max_force_ev_per_a": 2.59, "orbital_gap_ha": 0.3630, "homo_energy_ev": -8.886, "elements": ["C", "C", "C", "C", "C", "C", "C", "H", "H", "H", "H", "H", "H", "H", "H", "C", "C", "C", "H", "H", "H", "H", "H", "H", "H", "H"], "coordinates": [[-1.445, -0.764, 3.060], [-0.144, -1.114, 2.387], [0.522, -2.249, 2.798], [1.737, -2.598, 2.204], [2.265, -1.700, 1.311], [1.538, -0.632, 0.780], [0.269, -0.332, 1.268], [-1.547, 0.301, 3.262], [-1.639, -1.398, 3.920], [-2.313, -0.859, 2.381], [-0.068, -2.944, 3.389], [2.305, -3.426, 2.606], [3.285, -1.889, 0.995], [1.967, -0.233, -0.132], [-0.554, 0.224, 0.853], [-0.809, 2.050, -4.061], [-1.057, 2.073, -2.523], [0.008, 1.316, -1.780], [-0.395, 2.969, -4.479], [-1.767, 1.847, -4.535], [-0.062, 1.300, -4.330], [-1.221, 3.088, -2.160], [-2.034, 1.597, -2.388], [1.020, 1.610, -2.092], [0.000, 1.508, -0.711], [0.138, 0.254, -2.023]], "forces_ev_per_angstrom": [[-0.9295, 0.1480, -0.9941], [-0.7964, 0.6955, -0.4988], [-0.3730, -0.3886, -0.7505], [-0.3688, 0.7709, 1.2544], [0.7986, -0.3239, -0.1293], [-0.4411, -0.2218, -0.6858], [0.4883, -2.0613, 1.4986], [0.5120, 0.0516, 0.6815], [0.0002, 0.2560, 0.2241], [0.3293, -0.5446, -0.0161], [0.5187, 0.0870, 0.5114], [0.0116, -0.1570, -0.3604], [-0.1110, 0.1651, -0.3962], [-0.2218, 0.6121, 0.1799], [0.5646, 0.8092, -0.3804], [-0.0054, 0.2484, 0.4697], [-0.5318, -0.4398, -1.2006], [1.6353, 0.1669, 0.0564], [-0.1930, 0.2164, 0.2371], [0.2195, -0.0508, -0.4311], [-0.3174, -0.3125, 0.0355], [0.4206, 0.0542, 0.0641], [0.1358, -0.1129, 0.2653], [-0.1105, 0.7413, -0.0409], [-0.1941, -0.3432, 0.1039], [-1.0407, -0.0663, 0.3022]], "lowdin_charge": [-0.067, -0.281, -0.064, -0.087, -0.115, -0.085, -0.036, 0.076, 0.071, 0.085, 0.110, 0.102, 0.100, 0.093, 0.092, -0.114, -0.305, -0.156, 0.063, 0.060, 0.063, 0.098, 0.093, 0.076, 0.046, 0.083]}